(1)
Density functional theory data (wB97M-V/def2-TZVPD) for a structure of composition C37H57AsNO4P2S2SiZn.

The geometry in XYZ format:
```
106
Properties=species:S:1:pos:R:3:forces:R:3
Zn 0.49541 -1.35731 -0.50607 -0.2 -0.1 -0.2
S 1.99860 -1.56564 -2.30981 0.0 0.3 0.1
C 3.53661 -1.40369 -1.45431 0.0 0.0 0.1
C 4.58142 -2.28358 -1.75530 0.0 0.0 0.0
C 5.80510 -2.19141 -1.11201 0.0 0.0 0.0
C 6.01452 -1.21789 -0.14360 0.0 -0.1 0.0
C 4.99232 -0.33122 0.16155 0.0 0.1 -0.1
C 3.76677 -0.40266 -0.48995 -0.1 -0.1 -0.1
As 2.24534 0.76719 -0.13643 0.2 0.2 -0.2
C 2.34869 1.81555 -1.78248 0.0 0.0 0.1
C 3.55145 2.32586 -2.25553 0.0 0.0 -0.1
C 3.60227 2.99119 -3.47465 0.0 0.0 0.1
C 2.44638 3.14198 -4.22891 0.0 0.0 0.0
C 1.24171 2.63270 -3.75934 0.0 0.1 0.0
C 1.19352 1.97246 -2.54016 0.0 0.1 0.1
C 3.02022 2.02392 1.14069 -0.1 0.0 0.1
C 3.26582 1.54704 2.43046 0.0 0.1 0.0
C 3.69208 2.40442 3.43378 0.0 0.0 0.0
C 3.85114 3.75955 3.16854 0.0 0.0 0.0
C 3.58307 4.24702 1.89734 0.0 0.0 0.0
C 3.16815 3.38414 0.88776 0.1 0.0 0.1
H 4.40749 -3.05237 -2.49885 0.0 0.0 0.0
H 6.59716 -2.88763 -1.36247 0.0 0.0 0.0
H 6.96370 -1.15003 0.37354 0.0 0.0 0.0
H 5.16441 0.43221 0.90987 0.0 0.0 0.0
H 4.45829 2.18691 -1.67839 0.0 0.0 0.0
H 4.54490 3.38315 -3.83856 0.0 0.0 0.0
H 2.48664 3.64735 -5.18616 0.0 0.0 0.0
H 0.33964 2.74269 -4.34922 0.0 0.0 0.0
H 0.25639 1.57414 -2.16679 0.0 0.0 0.0
H 3.11217 0.49542 2.65004 0.0 0.0 0.0
H 3.88719 2.01843 4.42720 0.0 0.0 0.0
H 4.17429 4.43327 3.95302 0.0 0.0 0.0
H 3.69051 5.30517 1.68905 0.0 0.0 0.0
H 2.95615 3.77371 -0.09974 0.0 0.0 0.0
C 1.68235 -5.10965 -2.97688 0.0 -0.1 0.0
P 1.43810 -5.07114 -1.14829 0.1 0.0 -0.1
C 2.33398 -6.62058 -0.70769 -0.1 0.0 0.0
C -0.28296 -5.76531 -1.08726 0.0 0.1 0.1
C -1.35098 -4.84440 -1.68605 0.3 0.1 0.0
P -1.32270 -3.11417 -1.04904 -0.1 0.1 0.2
C -2.06359 -3.36002 0.60506 0.0 0.0 -0.1
C -2.69025 -2.39236 -2.03193 0.1 0.0 0.0
H 2.75430 -5.07016 -3.18698 0.0 0.0 0.0
H 1.23969 -4.22034 -3.42830 0.0 0.0 0.0
H 1.26035 -6.01313 -3.43095 0.0 0.0 0.0
H 2.05449 -7.46295 -1.34837 0.0 0.0 0.0
H 2.11318 -6.86273 0.33395 0.0 0.0 0.0
H 3.40841 -6.44855 -0.78712 0.0 0.0 0.0
H -0.50343 -5.94912 -0.03132 0.0 0.0 0.0
H -0.30116 -6.73062 -1.60492 0.0 0.0 0.0
H -2.34956 -5.23870 -1.48026 -0.1 -0.1 -0.1
H -1.23146 -4.78534 -2.77188 0.0 0.0 0.0
H -3.00416 -3.91591 0.54959 0.0 0.0 0.0
H -2.22891 -2.37942 1.05469 0.0 -0.1 -0.1
H -1.35266 -3.90580 1.23092 0.0 0.0 0.0
H -3.51751 -3.09656 -2.15257 0.0 0.0 0.0
H -2.30639 -2.11820 -3.01618 0.0 0.0 0.0
H -3.03222 -1.47827 -1.54334 0.2 -0.1 -0.1
S 1.42056 -4.70430 2.51093 -0.1 0.1 0.0
C 1.28797 -3.29983 1.69003 0.1 0.1 0.1
N 1.19375 -2.28473 1.11522 0.0 -0.2 0.2
C -0.14817 4.55226 0.06679 0.0 0.1 0.1
C -1.42690 3.73754 -0.07919 -0.1 0.0 0.2
C -1.98671 3.88339 -1.49115 0.0 -0.1 -0.1
C -2.44436 4.20729 0.95760 -0.1 0.0 0.0
O -1.07072 2.38578 0.17817 0.1 -0.2 -0.4
Si -1.91957 0.98013 0.37973 0.0 -0.1 0.1
O -1.05953 -0.25156 -0.09648 0.1 -0.1 -0.1
O -3.35340 1.09071 -0.44328 0.1 0.3 0.0
C -4.70921 0.79472 -0.13261 0.1 -0.2 0.1
C -4.81747 -0.62202 0.42828 0.0 -0.1 0.0
C -5.46357 0.89610 -1.45092 -0.1 0.0 -0.1
C -5.28097 1.79959 0.86495 0.1 0.0 0.0
O -2.40589 0.89479 1.95871 0.0 0.1 0.1
C -1.65978 0.67594 3.16078 0.0 -0.1 -0.2
C -1.05987 -0.72493 3.15319 0.0 0.0 0.0
C -2.67188 0.81652 4.28585 0.0 0.0 0.1
C -0.55894 1.72117 3.31090 0.0 0.1 -0.1
H -0.37044 5.62110 -0.00398 0.0 0.0 0.0
H 0.57545 4.29044 -0.70652 0.0 -0.1 0.0
H 0.30359 4.35039 1.04207 0.0 0.0 -0.1
H -2.27375 4.92129 -1.67913 0.0 0.0 0.0
H -2.85659 3.23767 -1.62701 0.0 0.1 0.0
H -1.22675 3.59285 -2.22070 0.0 0.0 0.0
H -2.76551 5.22939 0.74033 0.0 0.0 0.0
H -2.00077 4.18509 1.95483 0.0 0.0 0.0
H -3.31994 3.55711 0.96051 0.1 0.1 0.0
H -4.44751 -1.34924 -0.29844 -0.1 0.1 0.2
H -5.85906 -0.85867 0.65893 0.0 0.0 0.0
H -4.22609 -0.71137 1.34232 0.0 0.0 0.0
H -5.06120 0.17895 -2.17041 0.0 0.0 0.0
H -5.35449 1.90022 -1.86811 0.0 0.0 0.0
H -6.52670 0.69055 -1.30254 0.0 0.0 0.0
H -4.70086 1.78746 1.78910 0.0 0.0 0.0
H -6.32047 1.54907 1.09225 0.0 0.0 0.0
H -5.25566 2.80608 0.44139 0.0 0.0 0.0
H -1.84423 -1.47242 3.00509 0.0 0.1 0.1
H -0.55783 -0.92884 4.10258 0.0 0.0 0.0
H -0.33701 -0.84071 2.34483 0.0 0.0 0.1
H -3.48247 0.09598 4.15226 0.0 0.0 0.0
H -3.09787 1.82314 4.28819 0.0 0.0 0.0
H -2.19601 0.63359 5.25252 0.0 0.0 0.0
H 0.12130 1.69558 2.45766 0.0 0.0 0.0
H 0.02144 1.53550 4.21797 0.0 0.0 0.0
H -0.99230 2.72267 3.36753 0.0 0.0 0.0
```
Positions in Å, forces in eV/Å.

## Properties
HOMO level = -4.76 eV
ΔE to the lowest compared entry with this formula, charge and spin = 0.00 kJ/mol
gap between HOMO and LUMO = 7.2 eV
LUMO = 2.5 eV
total charge = -1
F_max = 0.5 eV/A
E = -7583.88770 Ha

Here are the Mulliken charges for atoms 1 to 2, given in e: Zn 1.455; S -0.721



(2)
Density functional theory data (wB97M-V/def2-TZVPD) for a cluster of 9 separate species, C37H57BN8O in total.

The geometry in XYZ format:
```
104
Properties=species:S:1:pos:R:3:forces:R:3
C 3.63227 1.98123 -3.75413 -0.1 -5.3 -1.9
C 2.66508 2.98528 -3.12707 -0.8 -2.1 -1.2
C 1.15356 2.53292 -3.25977 1.0 4.3 2.8
C 0.11313 3.49089 -2.56289 12.6 -6.7 4.8
C 0.56823 3.63505 -1.07458 -0.7 0.1 -0.2
C 2.08768 3.95006 -0.86981 -4.1 2.4 3.3
N 2.92806 3.13481 -1.66899 7.9 2.3 0.3
O 4.20005 3.06334 -1.30818 -6.6 -0.5 -1.4
C 2.22079 3.71632 0.63658 2.8 -1.1 -3.1
C 2.29532 5.55664 -0.98777 -2.4 -1.0 1.4
C 2.91017 4.36286 -3.82239 -0.1 1.4 1.9
H 3.83466 0.77460 -3.50341 -2.0 2.7 0.8
H 4.68021 2.04561 -3.73923 1.4 2.0 0.1
H 3.37938 1.70696 -4.84108 0.0 1.3 1.4
H 0.96421 1.68766 -2.71130 0.0 -2.7 0.6
H 0.87391 2.54353 -4.22040 -0.6 -0.8 -3.8
H -0.60586 2.96342 -2.41975 -9.1 -6.2 0.8
H -0.12684 4.30613 -2.77163 -3.2 12.6 -5.0
H 0.33822 2.72899 -0.56372 0.5 -1.6 0.1
H -0.16682 4.20060 -0.38978 1.6 0.5 -1.4
H 3.12623 4.08039 0.95023 2.5 0.5 0.9
H 2.10288 2.72593 0.84718 0.3 -3.2 0.3
H 1.56270 4.08204 1.27566 -3.7 2.7 1.8
H 3.19413 5.92585 -1.23416 3.6 0.6 -1.8
H 2.20770 6.08748 -0.02897 -0.4 -1.1 0.4
H 1.52082 6.04537 -1.53421 -0.5 -0.1 -1.0
H 2.92996 4.40088 -4.91493 -0.1 -0.8 0.3
H 3.84045 4.82871 -3.41848 -0.4 -0.5 -0.5
H 2.10179 5.02852 -3.47022 0.3 -0.2 -0.5
B -0.28525 0.13000 0.57998 -2.8 2.1 -0.5
H 0.82504 0.28080 0.39727 2.2 0.5 -0.4
H -0.95349 0.06316 -0.51638 0.5 0.8 0.4
H -0.49224 -0.93484 0.85719 -0.2 -2.7 1.4
H -0.80776 0.94533 1.44929 0.5 -0.7 -0.9
N 4.33494 -1.99739 1.24205 -0.2 -0.6 -0.6
C 4.12003 -0.74501 0.66919 3.8 -0.8 -1.6
C 5.32018 -0.58765 -0.30070 -3.4 -1.3 1.9
C 6.09276 -1.85913 -0.28607 -4.1 0.7 1.5
C 5.32408 -2.72093 0.59915 1.6 4.6 -1.4
H 3.87994 -2.43649 2.08521 0.3 1.0 -1.5
H 3.22478 -0.10698 0.92628 1.5 -0.8 -0.2
H 5.22904 0.25728 -1.02172 0.9 -0.9 0.7
H 6.91186 -2.16350 -0.92677 -0.2 0.1 0.1
H 5.44509 -3.73994 0.69597 0.3 -1.9 0.8
N -2.60964 -3.73715 5.79560 1.6 0.3 -1.5
C -3.31953 -2.57886 5.55455 4.3 1.2 -4.6
C -2.60027 -1.92069 4.32863 -1.7 -2.9 1.4
C -1.51794 -2.88225 3.87941 -2.8 -1.1 4.8
C -1.51166 -4.00445 4.88657 -0.7 0.8 -1.0
H -2.65814 -4.23626 6.66412 -0.2 -0.2 0.1
H -4.07687 -2.15863 6.19621 0.0 -0.3 0.0
H -3.11562 -1.05599 3.72754 1.5 -1.8 1.5
H -0.81497 -2.72774 3.08975 0.1 0.0 -0.3
H -0.88830 -5.12285 4.98716 -2.0 3.9 -0.4
N -4.72841 -3.13665 0.90148 -2.9 0.2 0.4
C -3.61374 -2.44013 0.64208 1.2 0.9 -2.6
C -3.97795 -1.44994 -0.45638 -0.7 -1.0 3.3
C -5.46159 -1.49474 -0.64128 4.6 -6.7 6.3
C -5.88571 -2.67774 0.28345 2.5 3.1 -2.3
H -4.91525 -3.70975 1.72190 0.9 -0.1 -0.4
H -2.60209 -2.90952 1.06462 -2.3 1.8 -1.1
H -3.21873 -0.63885 -0.62369 -1.1 -1.0 -0.5
H -6.15291 -1.05089 -1.18896 -2.4 2.3 -2.6
H -6.82845 -3.16074 0.56495 0.4 0.5 -0.4
N -4.06914 0.98908 2.40979 6.6 -1.4 0.1
C -5.33593 1.12157 2.31334 -7.0 2.9 1.9
C -5.81780 2.25263 3.23528 5.2 -0.9 -0.7
C -4.48598 2.85871 3.83376 -0.7 -5.5 -4.4
C -3.41793 1.92525 3.20812 -13.2 2.8 0.2
H -3.45198 0.16171 2.01057 -2.0 2.4 0.6
H -6.03510 0.50921 1.64497 1.6 0.8 1.2
H -6.82866 2.58169 3.49832 0.5 -0.3 -0.5
H -4.34285 3.72716 4.47782 0.0 -0.5 -0.2
H -2.52319 1.96209 3.41118 9.2 -0.2 1.5
N 2.36048 -3.03439 3.11753 0.3 -5.2 -0.3
C 3.39766 -3.69564 3.96316 -0.9 5.3 1.1
C 3.82431 -2.60135 4.94750 -9.3 -0.4 -9.5
C 3.00780 -1.38216 4.56765 -1.4 -0.8 -0.2
C 2.05552 -1.74348 3.45595 6.0 -2.7 4.9
H 1.74292 -3.73566 2.34612 2.4 3.2 3.1
H 3.80572 -4.67631 3.69510 -0.4 0.6 0.3
H 4.58448 -2.60538 5.50364 5.7 -0.2 4.6
H 2.97507 -0.35451 5.19471 0.2 -2.7 -1.9
H 1.34820 -1.44883 2.82618 -3.1 2.8 -1.9
N -2.95529 -0.27835 -5.71363 -0.2 -3.0 2.6
C -3.14093 0.96661 -5.98908 0.8 5.0 5.8
C -3.00634 1.79863 -4.74745 0.3 -4.5 -1.0
C -2.72231 0.82206 -3.67637 -1.6 -2.1 -1.7
C -2.81784 -0.51203 -4.27796 0.8 2.7 -1.1
H -3.24474 -0.90818 -6.45673 0.5 -0.6 0.8
H -3.23566 1.30200 -6.93441 -0.6 1.0 -2.9
H -3.23305 2.82454 -4.58136 0.1 0.6 -0.3
H -2.69559 0.93997 -2.54747 0.2 0.1 -1.8
H -2.60911 -1.52351 -3.89756 -0.2 0.8 -0.2
N 0.52102 -2.57306 -1.34593 0.4 -3.5 -2.3
C -0.32894 -3.54532 -1.87863 1.9 -0.5 -1.1
C 0.45192 -4.39385 -2.75220 2.7 1.9 1.9
C 1.89561 -3.92808 -2.68749 -5.9 4.9 5.3
C 1.83611 -2.69860 -1.68488 -1.4 -3.8 -3.0
H 0.11210 -1.91026 -0.78775 -0.7 2.4 1.9
H -1.39201 -3.50215 -1.56153 1.0 -0.3 -0.6
H 0.26356 -5.37902 -3.16951 -0.6 0.5 -0.1
H 2.77878 -4.15109 -3.12100 2.3 -1.3 -1.5
H 2.52585 -2.02470 -1.19022 0.3 -0.2 -0.5
```
Positions in Å, forces in eV/Å.

## Properties
HOMO level = -6.95 eV
ΔE to the lowest compared entry with this formula, charge and spin = 500.99 kJ/mol
gap between HOMO and LUMO = 2.4 eV
LUMO = -4.5 eV
total charge = 0
F_max = 15.0 eV/A
E = -1981.17422 Ha

Here are the Mulliken charges for atoms 1 to 2, given in e: C -1.663; C 1.321